Computed, not measured: 9 unconnected molecules or ions with the total composition C9H36O9 in a non-equilibrium geometry, with wB97M-V/def2-TZVPD.

Values from the calculation:
ΔE to the lowest compared entry with this formula, charge and spin	107.5	kcal per mole

Element x y z (Å)
O  -16.60211  -22.07755  -0.95162
O  -14.35693  -25.62975  -9.01916
O  -15.97931  -21.53369  -5.42198
O  -16.04351  -28.33151  -7.47159
O  -11.79099  -27.30863  -8.54697
O  -15.28661  -24.05085  -6.50169
O  -19.05079  -23.14775  -9.41119
O  -11.15383  -22.65231  -5.15834
O  -13.32605  -21.03026  -4.54313
C  -15.07722  -26.25651  -10.06593
C  -14.41834  -24.41755  -5.43379
C  -16.68388  -27.25368  -6.78186
C  -17.14467  -20.84480  -5.88020
C  -13.23786  -20.17773  -3.37922
C  -17.91711  -23.72296  -8.74839
C  -10.88318  -23.12934  -3.84710
C  -16.77194  -22.86063  -2.12637
C  -12.38711  -27.95066  -7.44143
H  -17.68566  -23.26207  -7.78984
H  -15.85403  -22.89432  -2.72164
H  -11.02559  -27.79737  -8.85130
H  -11.65034  -28.44153  -6.79534
H  -15.82602  -22.43248  -0.50934
H  -18.98364  -22.19090  -9.34189
H  -9.98030  -23.73422  -3.90538
H  -15.91344  -22.37614  -5.90099
H  -15.90827  -25.61332  -10.36439
H  -17.42025  -20.10299  -5.13848
H  -15.56970  -27.17505  -9.72668
H  -17.71191  -27.52583  -6.53209
H  -17.02933  -23.89554  -1.87010
H  -14.24857  -20.96534  -4.83829
H  -17.94669  -21.56492  -6.05572
H  -10.71242  -22.31938  -3.13382
H  -17.56725  -22.47594  -2.75930
H  -16.72448  -26.36057  -7.40996
H  -12.93317  -27.22303  -6.83962
H  -14.98957  -24.56716  -7.26156
H  -13.10418  -28.74042  -7.69987
H  -12.40139  -20.54870  -2.79468
H  -13.58130  -23.73483  -5.23447
H  -18.14044  -24.78466  -8.69885
H  -14.43920  -26.45791  -10.92892
H  -16.08815  -27.06033  -5.89612
H  -13.20824  -19.13166  -3.68359
H  -15.00561  -24.44642  -4.51498
H  -14.14148  -20.31912  -2.77509
H  -13.89928  -25.35764  -5.64090
H  -11.71328  -23.75171  -3.49756
H  -16.93143  -20.37110  -6.84283
H  -17.04189  -23.58772  -9.39383
H  -11.92945  -22.05480  -5.06646
H  -16.52593  -28.49204  -8.28679
H  -13.60658  -26.21111  -8.83850

Atomic charges from the natural (NBO) analysis, expressed in e, are listed below: -0.7187 -0.7548 -0.7791 -0.7304 -0.7423 -0.7742 -0.7252 -0.7536 -0.7798 -0.2461 -0.2649 -0.2473 -0.2458 -0.2536 -0.2493 -0.2454 -0.2494 -0.2593 0.1698 0.1660 0.4815 0.1703 0.4623 0.4617 0.1778 0.5076 0.1794 0.1870 0.1535 0.1655 0.1557 0.5109 0.1667 0.1535 0.1842 0.1663 0.1773 0.5123 0.1770 0.1821 0.1913 0.1799 0.1759 0.1857 0.1736 0.1719 0.1721 0.1689 0.1498 0.1647 0.1633 0.4986 0.4611 0.4940

Computed, not measured: 10 unconnected molecules or ions with the total composition C9H38N2O9 in a non-equilibrium geometry, with wB97M-V/def2-TZVPD.

Values from the calculation:
ΔE to the lowest compared entry with this formula, charge and spin	41.6	kcal per mole

Element x y z (Å)
O  1.84730  -4.63376  -0.33124
O  0.50765  -2.70006  -3.11674
O  3.11081  -1.89791  1.70233
O  3.69465  1.97838  -0.74553
O  -1.00893  0.22225  -0.67854
O  1.37333  -4.37041  2.62638
O  3.55575  -0.27921  -2.46071
O  -0.81112  -3.90748  -0.75708
O  -0.27235  -2.35776  1.61174
N  1.42477  -1.27876  -0.66459
N  -1.59733  1.19007  0.20172
C  0.44107  2.63277  0.02128
C  -2.39302  3.59685  1.46344
C  -2.40597  2.89622  -1.55047
C  -3.72875  0.87439  -0.91112
C  -0.54191  1.89050  0.94697
C  -1.14257  2.87190  1.99217
C  -3.35881  2.69719  0.70376
C  -2.70859  1.88450  -0.43138
C  0.25066  0.91046  1.80162
H  0.87378  -3.69820  2.13069
H  -3.29682  3.12739  -2.14199
H  1.32042  3.03008  0.53983
H  -3.88284  0.07634  -0.18204
H  2.00431  -4.83481  -1.26128
H  -2.11327  4.51509  0.94602
H  -4.12825  3.41249  0.39666
H  -2.87530  3.91254  2.39547
H  0.86863  1.88477  -0.65299
H  1.78118  -1.64952  0.22238
H  -3.31923  0.30452  -1.74925
H  -0.38592  3.60147  2.30746
H  -0.96723  -1.69511  1.70817
H  1.08814  0.42821  1.29344
H  -1.76600  2.43989  -2.31460
H  0.81664  -5.15305  2.60622
H  1.05711  -2.07926  -1.18221
H  0.17729  -3.45391  -3.61593
H  -0.31571  0.26330  2.46823
H  2.83055  -2.69740  2.17132
H  -1.92806  3.81512  -1.21855
H  -0.00218  3.42137  -0.58017
H  -0.60822  -2.96045  0.93111
H  0.12122  -4.13523  -0.61628
H  3.84791  0.63612  -2.33229
H  4.10138  -0.61690  -3.17669
H  2.15353  -0.79170  -1.18402
H  4.00355  -2.09141  1.39978
H  -0.92664  -3.93312  -1.70815
H  -1.29533  2.41481  2.97508
H  1.09449  -2.24316  -3.72929
H  2.56460  -5.06960  0.13995
H  -4.64893  1.38601  -1.19295
H  -3.81065  1.95998  1.37243
H  0.82544  1.50839  2.52713
H  4.63468  2.00232  -0.53678
H  3.30395  1.44174  -0.04602
H  0.56514  -0.69925  -0.53386

Atomic charges from the natural (NBO) analysis, expressed in e, are listed below: -0.9615 -0.9532 -0.9558 -0.9427 -0.8804 -0.9876 -0.9795 -0.9625 -0.9999 -0.9452 -0.2210 -0.6391 -0.4058 -0.6465 -0.6042 0.0969 -0.3864 -0.3981 0.1063 -0.5747 0.4986 0.2003 0.1886 0.2148 0.4769 0.1935 0.1984 0.2020 0.2083 0.4541 0.2283 0.1958 0.5144 0.1758 0.2194 0.4756 0.4374 0.4746 0.2078 0.5010 0.1947 0.2124 0.4950 0.4832 0.5077 0.4767 0.4373 0.4711 0.4768 0.1946 0.4867 0.4998 0.1913 0.2040 0.1917 0.4708 0.4833 0.4982

Computed, not measured: a molecular structure, C9H39LiN14O13 in a non-equilibrium geometry, with wB97M-V/def2-TZVPD.

Values from the calculation:
ΔE to the lowest compared entry with this formula, charge and spin	0.0	kcal per mole

Element x y z (Å)
O  -22.03572  20.33259  -0.78718
O  -23.07499  22.71470  0.13063
O  -25.05312  15.63960  2.68584
O  -16.22505  22.24526  -1.12296
O  -18.80881  16.30630  0.62110
O  -20.71762  23.90163  -1.13727
O  -20.80535  23.07489  4.37388
O  -24.03003  19.80633  -3.11389
O  -22.39651  18.37080  0.11464
O  -23.01644  17.04954  -2.76374
O  -20.93711  16.51240  2.97840
O  -23.30303  20.73780  5.30662
O  -16.85258  18.07234  -3.82390
N  -17.13282  21.09406  0.61933
N  -23.30290  15.80914  1.21311
N  -18.54709  24.11317  -1.68716
N  -22.66302  22.91126  3.06617
N  -15.38892  20.21532  -0.64326
N  -21.84326  15.21160  -3.46216
N  -18.61156  18.07073  -2.39394
N  -17.02549  16.40874  -2.27398
N  -23.66987  17.47241  2.69066
N  -20.61114  23.30870  2.10286
N  -21.36627  19.66725  4.77222
N  -21.09777  16.46136  -1.68705
N  -19.39682  22.01644  -1.35392
N  -23.01217  18.58430  5.99476
C  -19.63281  23.35531  -1.34998
C  -21.31637  23.06819  3.25926
C  -24.15295  16.29727  2.18140
C  -22.62114  19.73779  5.33345
C  -22.05636  16.28825  -2.65149
C  -21.85378  19.52711  0.15854
C  -17.42495  17.58824  -2.86982
C  -20.76432  19.79893  1.17476
C  -16.21389  21.26854  -0.37690
Li  -23.69753  18.75359  -1.49138
H  -20.70056  18.97585  5.06871
H  -22.63327  14.88598  -3.99110
H  -23.19096  22.74124  3.90527
H  -21.31053  17.23452  -1.06874
H  -22.52526  17.73087  5.78981
H  -18.44957  21.68327  -1.42187
H  -16.98419  20.39891  1.32676
H  -20.57555  20.87225  1.22908
H  -19.51295  16.82444  1.03905
H  -14.84008  20.27113  -1.48141
H  -23.00950  17.93722  2.08643
H  -15.20267  19.49937  0.03267
H  -18.96855  18.85293  -2.91356
H  -17.70145  21.91226  0.75638
H  -20.12717  21.33866  -1.16533
H  -19.85256  19.29515  0.86252
H  -21.13744  23.31988  1.24512
H  -18.99287  15.40239  0.89610
H  -16.41346  15.74591  -2.70534
H  -21.12306  14.55722  -3.22300
H  -19.06063  17.69405  -1.58518
H  -24.66201  20.26014  -3.67768
H  -21.13326  19.53623  2.16693
H  -19.62737  23.45738  2.20619
H  -23.61272  14.98763  0.72429
H  -17.64348  23.73148  -1.91358
H  -24.12084  17.86219  3.49624
H  -18.73743  25.08929  -1.81379
H  -23.16311  20.10951  -3.40915
H  -22.79079  21.82170  -0.11379
H  -24.01615  18.59852  6.08865
H  -23.12389  23.02985  2.17481
H  -22.80560  16.52290  0.69236
H  -20.26607  15.90920  -1.61892
H  -21.21492  15.59316  3.05101
H  -20.98061  20.47304  4.30908
H  -22.49975  23.29332  -0.38647
H  -21.54792  16.99283  3.54700
H  -17.56965  16.10106  -1.48381

Atomic charges from the Mulliken analysis, expressed in e, are listed below: -0.6169 -0.8020 -0.6741 -0.6802 -0.6214 -0.7253 -0.6808 -0.5008 -0.7677 -0.6175 -0.5259 -0.5701 -0.6625 -0.2890 -0.3097 -0.3234 -0.1921 -0.3922 -0.4070 -0.0951 -0.3282 -0.1460 -0.2098 -0.2259 0.0121 -0.0094 -0.5196 0.6112 0.4215 0.2820 0.5332 0.4954 0.7868 0.6012 0.5034 0.5228 0.8258 0.2125 0.2708 0.2099 -0.1357 0.2204 0.0307 0.2035 -0.0792 0.2302 0.2259 0.0946 0.1723 0.1180 0.2179 -0.1191 0.1595 0.1376 0.3237 0.2035 0.1636 0.0043 0.2443 -0.3359 0.1247 0.2344 0.1898 0.1283 0.2298 0.2592 0.3342 0.2632 0.2231 0.3134 0.2295 0.3147 0.0423 0.3404 0.1483 0.1486

Computed, not measured: 11 unconnected molecules or ions with the total composition C9H39NO11 in a non-equilibrium geometry, with wB97M-V/def2-TZVPD.

Values from the calculation:
ΔE to the lowest compared entry with this formula, charge and spin	0.0	kcal per mole

Element x y z (Å)
O  3.42741  -1.51323  4.33079
O  1.43232  1.52867  -1.16853
O  0.47084  0.84881  3.19815
O  4.79825  0.52794  1.68872
O  -1.22156  0.60460  0.10809
O  2.78918  -1.08179  -0.93245
O  2.88147  -3.67510  2.76009
O  4.88705  -2.69459  0.98645
O  -0.68653  -2.53703  4.01700
O  2.43820  2.12445  1.50407
O  1.89232  -1.11548  1.83923
N  -1.63168  0.80433  -1.22388
C  -2.40484  -0.14125  -3.32824
C  -0.58821  -1.21709  -2.03272
C  -3.44886  0.95836  -3.39618
C  -2.83922  2.23133  -2.81200
C  -3.56581  2.15384  -0.45056
C  -1.40298  3.22483  -1.05551
C  -2.92061  -1.31842  -1.16255
C  -1.91386  -0.44474  -1.92317
C  -2.34865  2.06012  -1.37712
H  1.91480  -2.08253  1.95166
H  -1.95448  4.16628  -1.04717
H  -2.53348  -1.62682  -0.19497
H  2.80188  -1.99527  -1.24245
H  -4.06408  3.12255  -0.52074
H  1.73392  0.61554  -1.06223
H  4.72020  0.46034  0.73283
H  -3.33703  1.98521  0.60355
H  -4.33155  1.42241  -0.74385
H  4.08722  1.15906  1.91309
H  0.14923  -0.60935  -2.56089
H  2.16912  2.26180  0.58098
H  -3.84845  -0.75298  -1.00394
H  -3.19171  -2.18044  -1.76806
H  -4.34648  0.68567  -2.83479
H  -0.74399  -2.12874  -2.61295
H  4.35257  -1.24183  4.31103
H  4.68980  -1.82167  1.35283
H  -3.73370  1.12983  -4.43479
H  -3.55256  3.05619  -2.84020
H  -0.45538  0.65143  3.03659
H  -2.84288  -1.04888  -3.75864
H  0.96119  0.08228  2.83883
H  3.60296  -0.69983  -1.28323
H  -2.01507  2.52954  -3.46980
H  -0.92568  3.10190  -0.08034
H  -1.56941  0.12200  -3.98228
H  3.00591  -3.13368  3.57321
H  -1.45961  -1.98896  4.18364
H  -0.62159  3.31716  -1.81245
H  -2.00244  0.33159  0.62042
H  1.65034  1.76891  1.95260
H  -0.39129  -2.29386  3.13269
H  -0.19530  -1.43391  -1.03943
H  3.02600  -1.03395  3.58915
H  2.00729  -0.96349  0.88547
H  4.21310  -3.26630  1.38421
H  2.50118  -4.51082  3.05013
H  0.48522  1.51508  -0.96935

Atomic charges from the natural (NBO) analysis, expressed in e, are listed below: -0.9659 -0.9797 -0.9685 -0.9765 -0.5879 -0.9721 -1.0081 -0.9796 -0.9334 -1.0076 -1.0135 -0.2042 -0.3970 -0.6054 -0.3992 -0.4010 -0.6410 -0.6193 -0.6425 0.1155 0.1130 0.5037 0.2130 0.2066 0.4985 0.2221 0.4859 0.4572 0.2042 0.2023 0.5092 0.2210 0.4984 0.2064 0.2222 0.1949 0.2064 0.4887 0.4795 0.2180 0.2166 0.4632 0.2137 0.5001 0.4926 0.2094 0.2246 0.2115 0.5181 0.4675 0.2198 0.4457 0.4969 0.4665 0.2119 0.4971 0.5138 0.4884 0.4850 0.4936

> Look up the ΔE to the lowest compared entry with this formula, charge and spin of the fourth one.

0.0 kcal per mole

> What is the ΔE to the lowest compared entry with this formula, charge and spin in the first record?

107.5 kcal per mole